1.
The following is a quantum chemistry calculation of a cluster of 2 separate species, C3H7NO2 in total, from the OMol25 dataset.

Each line ends with the Löwdin charge.
Element x y z (Å)
C 0.523375 1.353390 1.132398  -0.08
C -0.216952 1.230910 0.001859  -0.35
O 0.197391 1.403487 -1.281431  -0.02
C -0.128441 -1.106664 -0.249916  -0.27
O 0.592642 -1.434075 0.804205  0.00
N -0.573831 -2.141040 -0.948341  0.10
H 0.044594 1.350349 2.108849  0.06
H 1.594450 1.525895 1.068209  0.06
H 0.819288 -0.515825 1.188144  0.06
H -1.293075 1.094862 0.037096  0.11
H 1.162513 1.394548 -1.324046  0.11
H -1.046513 -1.919111 -1.815784  0.10
H -0.377510 -3.108759 -0.712765  0.10

Force components x, y, z for each atom (eV/Å):
-0.1 0.2 -0.4
0.0 0.1 0.3
0.2 0.5 0.2
-0.2 -0.6 -0.1
-0.1 0.5 -0.2
0.2 0.0 0.1
0.1 0.1 -0.3
-0.1 0.1 0.1
-0.3 -0.9 -0.2
0.2 0.3 0.1
-0.1 0.1 0.1
0.1 -0.3 0.4
0.0 0.0 -0.1

Summary:
Energy above the lowest of the compared OMol25 structures with the same formula, charge and spin (kcal/mol): 83.9
LUMO level (eV): 0.897
HOMO level (eV): -8.0

---

2.
The following is a quantum chemistry calculation of a cluster of 2 separate species, C4H7NOS in total, from the OMol25 dataset.

Each line ends with the Löwdin charge.
Element x y z (Å)
C 0.520795 -0.388471 -1.138081  -0.45
C -0.253907 0.480789 -0.173981  -0.31
C 0.935652 -0.069642 0.686656  -0.77
C -1.556925 -0.016017 0.205825  -0.10
N 1.478062 -0.811729 -0.424996  0.11
O 0.211057 -0.778053 -2.360890  0.11
S 2.025864 1.055049 1.441885  0.75
H -0.170360 1.544058 -0.267655  0.13
H 0.407751 -1.048069 1.764838  0.21
H -2.394100 0.443026 -0.461180  0.12
H -1.685506 0.157549 1.317181  0.10
H -1.639317 -1.048499 0.020154  0.06
H 0.964496 -1.182008 -2.879694  0.16
H 1.156437 1.662019 2.269937  -0.13

Force components x, y, z for each atom (eV/Å):
-0.2 -0.1 -0.9
2.4 -0.9 -0.1
-2.5 -2.6 3.5
-3.2 1.4 0.5
0.9 -0.2 0.3
0.4 0.0 -1.7
1.1 0.8 0.4
0.0 0.6 -0.4
1.4 2.7 -3.0
1.3 -0.5 1.5
-0.4 0.0 -1.3
0.0 -1.5 0.0
-0.9 0.5 1.3
-0.1 -0.2 -0.1

Summary:
Energy above the lowest of the compared OMol25 structures with the same formula, charge and spin (kcal/mol): 74.7
LUMO level (eV): 0.671
HOMO level (eV): -8.8

---

3.
The following is a quantum chemistry calculation of a structure of composition C41H27FeN6S2, from the OMol25 dataset.

Each line ends with the Löwdin charge.
Element x y z (Å)
Fe -0.055017 -0.057302 0.051377  0.82
S -2.882202 -1.804408 -6.216260  1.10
C -3.334024 -0.421819 -7.087506  -0.38
C -3.064375 0.724213 -6.410268  -0.15
C -2.474813 0.455776 -5.152449  -0.11
C -2.310265 -0.883488 -4.902704  -0.51
C -1.729046 -1.497336 -3.710866  -0.16
C -1.301301 -0.651236 -2.633225  -0.02
N -0.750411 -1.103052 -1.536256  0.02
C -0.576226 -2.425877 -1.396091  -0.16
C -0.964492 -3.339869 -2.358372  -0.10
C -0.742562 -4.749540 -2.105928  0.02
C -0.167479 -5.168771 -0.962638  0.02
C 0.248689 -4.213683 0.046568  -0.11
C 0.846630 -4.567566 1.256646  0.09
C 1.221480 -3.589091 2.178184  -0.16
C 0.963091 -2.221396 1.817559  -0.02
N 0.405717 -1.896612 0.683405  0.07
C 0.042397 -2.856667 -0.194663  -0.14
C 1.837033 -3.900658 3.430277  -0.48
C 2.180980 -5.178435 3.925025  -0.09
C 2.773512 -5.133655 5.171991  -0.14
C 2.884310 -3.826357 5.640867  -0.38
S 2.275057 -2.680612 4.572344  1.08
C -1.552240 -2.840738 -3.536638  0.06
H -3.781128 -0.519648 -8.065697  0.09
H -3.275580 1.710981 -6.794381  0.12
H -2.177623 1.237814 -4.465646  0.11
H -1.425375 0.421527 -2.707755  0.13
H -1.049026 -5.463209 -2.861038  0.13
H -0.003064 -6.223738 -0.781178  0.13
H 1.017071 -5.615840 1.472682  0.13
H 1.239405 -1.395207 2.469174  0.09
H 2.004023 -6.097592 3.384152  0.12
H 3.115185 -5.996008 5.725265  0.12
H 3.306840 -3.509520 6.585790  0.08
H -1.860324 -3.539502 -4.309570  0.12
N 9.112162 2.999831 3.410202  0.18
C 8.078723 2.689271 3.017561  -0.16
C 6.768303 2.285152 2.528745  -0.21
C 5.776332 3.236782 2.319054  0.00
C 4.527632 2.842573 1.862526  0.00
C 4.271885 1.500201 1.601153  -0.20
C 5.270363 0.555687 1.805819  -0.01
C 6.515579 0.943158 2.273363  0.00
C 2.927779 1.069080 1.104443  -0.03
C 1.863947 1.117743 2.007856  -0.25
C 1.923243 1.466002 3.374657  0.02
C 0.641474 1.360469 3.880120  -0.03
C -0.163792 0.966753 2.805848  -0.12
N 0.550126 0.808790 1.678623  -0.03
C 2.831254 0.661363 -0.212664  -0.22
C 3.876780 0.607165 -1.166622  0.03
C 3.349733 0.086931 -2.326585  -0.02
C 1.994373 -0.146320 -2.060388  -0.10
N 1.653778 0.197107 -0.810858  -0.01
H 5.986868 4.280134 2.513631  0.13
H 3.751128 3.580854 1.702538  0.13
H 5.073319 -0.489073 1.593870  0.13
H 7.296064 0.211919 2.437691  0.13
H 2.815381 1.766539 3.904757  0.13
H 0.307789 1.556423 4.886389  0.12
H -1.229907 0.802706 2.825017  0.11
H 4.892847 0.931577 -0.997375  0.13
H 3.855142 -0.097307 -3.260879  0.12
H 1.267436 -0.539370 -2.756161  0.11
C -4.535173 0.357225 1.628090  -0.01
C -3.876034 -0.851525 1.794722  -0.01
C -2.591990 -0.986810 1.306585  -0.09
N -1.955022 0.008219 0.674789  -0.05
C -2.603365 1.175414 0.510693  -0.10
C -3.884828 1.388795 0.968657  -0.01
H -5.539913 0.495120 2.007452  0.13
H -4.348240 -1.682160 2.300102  0.13
H -2.046984 -1.918744 1.426485  0.12
H -2.062411 1.969064 0.006487  0.13
H -4.357138 2.348735 0.815534  0.13

Force components x, y, z for each atom (eV/Å):
0.8 -1.1 0.9
-0.1 -0.5 -0.3
-0.1 -0.1 -0.3
0.1 0.1 0.2
0.0 0.3 0.1
0.1 0.2 0.3
0.1 1.3 0.5
-0.5 -0.1 -0.9
0.1 0.7 0.2
0.3 -0.4 0.4
-0.2 -0.5 -0.4
-0.1 0.3 -0.2
0.1 0.3 0.3
-0.1 -0.2 -0.2
0.2 0.2 0.4
-0.5 0.7 -1.0
0.6 -0.7 0.9
-0.7 0.8 -0.9
-0.1 -0.3 -0.3
0.6 -1.2 1.1
-0.7 1.2 -1.3
0.4 1.1 1.0
0.3 -1.1 0.4
-0.1 -0.3 -0.3
0.1 -0.8 0.1
0.0 0.0 0.1
0.0 0.0 0.0
0.0 0.0 -0.1
0.0 0.0 0.0
0.0 0.0 0.0
0.0 0.0 0.0
0.0 0.1 0.0
0.0 -0.2 0.0
0.0 0.0 0.0
0.0 0.1 0.0
-0.1 0.0 -0.1
0.0 0.0 0.1
-0.1 0.0 0.0
-0.5 -0.1 -0.2
0.5 0.2 0.2
-0.1 0.1 0.0
0.0 0.1 0.1
-0.2 -0.1 0.0
0.1 -0.1 -0.1
0.0 -0.1 0.0
0.4 0.3 0.3
0.2 0.0 0.1
0.1 0.0 -0.1
-0.2 0.0 -0.2
-0.3 0.0 0.4
-0.2 0.1 -0.6
0.0 0.0 -0.1
0.0 0.0 0.2
-0.3 0.0 0.0
0.0 -0.2 -0.5
-0.2 0.0 0.2
0.0 0.0 0.0
0.0 0.0 0.0
0.0 0.0 0.0
0.0 0.0 0.0
-0.1 -0.1 -0.1
0.0 0.0 -0.1
0.1 0.0 0.1
-0.1 0.0 0.0
0.0 0.0 0.0
0.1 0.0 0.1
0.0 0.0 0.0
0.0 0.0 0.0
0.2 -0.3 -0.1
-0.2 0.2 0.0
0.2 0.0 -0.1
0.0 0.0 0.0
0.0 0.0 0.0
0.0 0.0 0.0
-0.1 0.1 0.0
0.0 0.0 0.0
0.0 0.0 0.0

Summary:
Energy above the lowest of the compared OMol25 structures with the same formula, charge and spin (kcal/mol): 5.2
LUMO level (alpha / beta) (eV): -7.475 / -7.001
HOMO level (alpha / beta) (eV): -12.9 / -12.9
2S+1: 2
Net charge: +2

---

4.
The following is a quantum chemistry calculation of a structure of composition C27H36AlBr63NO, from the OMol25 dataset.

Each line ends with the Löwdin charge.
Element x y z (Å)
C 0.929251 -5.245714 1.064344  -0.13
C -0.394134 -5.775024 0.254174  -0.24
N -1.568099 -4.818269 0.248611  -0.15
C -2.768510 -5.410129 -0.493924  -0.30
C -3.944594 -5.692914 0.639508  -0.31
Al -5.296113 -4.097584 0.593193  0.18
C -1.216413 -3.478914 -0.391540  -0.26
C -1.228667 -2.170946 0.643369  -0.05
O -0.873699 -3.375868 -1.705099  -0.08
H 1.893587 -5.651226 0.489597  0.06
H 0.888176 -5.658466 2.180075  0.01
H 1.053924 -4.083063 1.113004  0.07
H -0.768878 -6.749093 0.833776  0.12
H -0.128553 -6.144347 -0.833344  0.12
H -3.193844 -4.694664 -1.321897  0.07
H -2.499193 -6.426792 -1.052784  0.10
H -4.492029 -6.730894 0.494157  0.05
H -3.481492 -5.683985 1.730034  0.05
H -4.521029 -2.684878 0.678645  -0.09
H -6.264746 -4.204364 1.846378  -0.42
H -6.069496 -4.097799 -0.813976  -0.11
H -0.122032 -1.748656 0.713982  0.03
H -2.015315 -1.356071 0.349237  0.08
H -1.488274 -2.567419 1.737583  0.09
C -4.419943 -4.840860 -4.510415  -1.60
Br -2.531135 -4.628833 -4.924971  0.55
Br -4.719161 -6.240235 -3.192703  0.60
Br -5.237470 -3.158052 -3.977587  0.53
H -4.916022 -5.159273 -5.433207  -0.15
C 2.843065 -8.463721 3.295541  -1.57
Br 0.960389 -7.991993 3.427495  0.61
Br 3.559554 -8.094045 1.525194  0.57
Br 3.900139 -7.621544 4.694623  0.56
H 2.913122 -9.545605 3.449301  -0.02
C 0.816829 1.807790 0.006846  -1.61
Br 1.810762 0.541371 1.098948  0.57
Br -0.130052 0.924621 -1.444903  0.59
Br -0.371592 2.912436 1.079931  0.53
H 1.550322 2.479228 -0.451610  -0.16
C 3.803528 4.784344 -2.281669  -1.54
Br 2.054567 5.618362 -2.454750  0.56
Br 3.704644 3.083418 -1.342936  0.64
Br 4.696356 4.611274 -4.001263  0.53
H 4.417175 5.452662 -1.668632  -0.02
C -2.066290 6.685492 -2.543124  -1.57
Br -1.757941 4.804207 -2.155703  0.52
Br -0.631902 7.809319 -1.862177  0.55
Br -2.388443 6.991222 -4.437020  0.57
H -2.979155 6.975729 -2.012590  -0.05
C -1.380152 8.124944 1.961107  -1.60
Br -3.127965 8.161169 2.814480  0.56
Br -0.131708 9.347450 2.816100  0.55
Br -0.665109 6.319142 1.852059  0.52
H -1.518796 8.476529 0.933396  -0.07
C 6.380057 2.150437 1.350568  -1.60
Br 8.268865 2.362464 0.936012  0.54
Br 6.080839 0.751063 2.668280  0.56
Br 5.562530 3.833246 1.883396  0.54
H 5.883978 1.832025 0.427776  -0.06
C 9.203528 1.629671 -3.161664  -1.60
Br 7.454567 2.463689 -3.334744  0.52
Br 9.104644 -0.071255 -2.222931  0.51
Br 10.096356 1.456601 -4.881258  0.55
H 9.817175 2.297988 -2.548626  -0.03
C 6.770944 8.027780 -5.147811  -1.61
Br 5.767654 8.226673 -3.493042  0.54
Br 8.382346 6.967920 -4.894382  0.55
Br 5.663527 7.328739 -6.586236  0.54
H 7.091799 9.030268 -5.449628  -0.15
C -7.719943 -4.845221 -7.221206  -1.56
Br -5.831135 -4.633193 -7.635762  0.59
Br -8.019161 -6.244595 -5.903494  0.58
Br -8.537470 -3.162412 -6.688378  0.56
H -8.216022 -5.163633 -8.143998  -0.03
C -5.400041 3.995339 -0.964413  -1.60
Br -4.412115 5.274231 0.118567  0.52
Br -4.999523 2.159278 -0.461810  0.58
Br -7.312281 4.351552 -0.940999  0.56
H -5.063389 4.124495 -1.998342  -0.03
C -9.335903 -3.511511 2.646038  -1.59
Br -10.718174 -4.529946 1.731419  0.45
Br -7.570423 -3.862788 1.908590  0.68
Br -9.740962 -1.609172 2.679635  0.45
H -9.321885 -3.853839 3.686057  -0.05
C 2.341387 -5.601606 7.911356  -1.60
Br 1.433468 -7.308423 8.127841  0.54
Br 1.083487 -4.122454 7.793272  0.53
Br 3.674066 -5.309566 9.297998  0.55
H 2.876723 -5.643015 6.957037  -0.06
C -2.919718 -2.719771 7.513578  -1.59
Br -2.611369 -4.601056 7.900999  0.54
Br -1.485330 -1.595944 8.194525  0.52
Br -3.241870 -2.414040 5.619682  0.57
H -3.832582 -2.429534 8.044112  -0.08
C -8.533580 -0.297014 6.682811  -1.58
Br -10.281393 -0.260789 7.536184  0.55
Br -7.285136 0.925491 7.537804  0.51
Br -7.818537 -2.102816 6.573763  0.55
H -8.672224 0.054571 5.655100  -0.03
C 7.983631 -4.231986 -3.240347  -1.59
Br 9.435599 -3.840392 -4.474387  0.52
Br 8.242918 -3.364125 -1.518798  0.53
Br 6.246947 -3.810982 -4.008970  0.58
H 8.000036 -5.311860 -3.059715  -0.03
C 6.217516 12.508289 -5.699804  -1.58
Br 5.214226 12.707182 -4.045035  0.56
Br 7.828918 11.448428 -5.446375  0.62
Br 5.110099 11.809248 -7.138229  0.56
H 6.538371 13.510777 -6.001621  -0.02
C -4.536599 -0.425762 -8.095191  -1.58
Br -3.542666 -1.692181 -7.003088  0.52
Br -5.483480 -1.308931 -9.546940  0.53
Br -5.725020 0.678884 -7.022105  0.55
H -3.803105 0.245676 -8.553647  -0.03
C 12.217516 -6.804749 -4.635680  -1.61
Br 11.214226 -6.605855 -2.980911  0.54
Br 13.828918 -7.864609 -4.382251  0.55
Br 11.110099 -7.503790 -6.074106  0.55
H 12.538371 -5.802260 -4.937497  -0.02
C 1.683631 12.856908 3.412125  -1.62
Br 3.135599 13.248502 2.178085  0.55
Br 1.942918 13.724769 5.133674  0.55
Br -0.053053 13.277912 2.643502  0.54
H 1.700036 11.777034 3.592757  -0.06
C -4.207512 1.122749 10.422477  -1.58
Br -5.045615 1.896848 11.998156  0.56
Br -5.175357 -0.437881 9.780718  0.54
Br -3.949680 2.442988 9.017277  0.55
H -3.212705 0.779776 10.725386  -0.03

Force components x, y, z for each atom (eV/Å):
0.3 -0.2 -0.1
0.2 -1.1 0.3
0.7 1.2 -1.9
-1.3 -1.1 0.3
0.3 -0.5 0.5
2.4 -0.6 -2.3
1.7 0.5 -4.9
0.4 -1.2 0.6
-2.1 -0.4 8.1
-2.1 0.8 1.5
0.3 1.1 -2.6
-0.5 -2.1 -0.2
0.7 2.1 -1.3
-0.3 0.9 1.9
1.1 -1.2 1.7
-0.2 2.2 1.1
1.2 1.9 0.2
-0.5 -0.3 -2.3
0.1 0.1 0.3
6.8 -2.0 -0.2
-0.1 -0.1 0.1
-2.4 -0.7 -0.5
1.7 -1.7 0.3
0.4 0.7 -2.6
-0.3 -0.1 0.0
-0.4 0.0 0.1
0.0 0.3 -0.4
0.2 -0.5 -0.1
0.3 0.1 0.6
-0.2 -0.2 0.0
0.5 -0.3 0.1
-0.1 -0.1 0.5
-0.2 -0.1 -0.3
0.0 0.5 -0.1
0.0 0.1 -0.2
-0.2 0.3 -0.3
0.2 0.2 0.4
0.2 -0.4 -0.2
-0.5 -0.4 0.3
0.1 0.3 0.0
0.5 -0.3 0.1
0.3 0.3 -0.4
-0.3 -0.1 0.4
-0.2 -0.3 -0.3
-0.3 -0.2 0.1
0.2 0.5 -0.3
-0.3 -0.2 -0.2
0.1 -0.1 0.5
0.4 -0.1 -0.2
-0.1 -0.1 -0.2
0.5 0.0 -0.2
-0.3 -0.3 -0.1
-0.2 0.5 0.0
0.1 -0.1 0.4
-0.2 -0.1 -0.2
-0.4 0.0 0.2
0.1 0.4 -0.3
0.3 -0.4 0.0
0.2 0.2 0.4
0.1 0.2 0.3
0.4 -0.2 0.0
0.0 0.4 -0.4
-0.2 0.0 0.4
-0.3 -0.3 -0.3
0.0 0.1 -0.1
0.2 0.0 -0.4
-0.4 0.2 0.0
0.3 0.1 0.4
-0.2 -0.6 0.2
-0.2 -0.1 -0.2
-0.6 0.0 -0.2
0.2 0.4 -0.3
0.3 -0.4 -0.1
0.3 0.2 0.4
0.1 -0.2 -0.3
-0.4 -0.2 0.0
-0.1 0.6 -0.1
0.5 -0.1 0.0
-0.1 0.0 0.5
-2.7 0.5 0.8
-0.4 -0.1 0.1
-4.9 1.2 1.1
-0.2 0.3 0.2
-0.2 0.2 -0.2
0.0 0.1 -0.3
0.2 0.4 0.0
0.4 -0.4 0.1
-0.3 -0.1 -0.3
-0.2 0.0 0.4
-0.4 0.0 -0.1
-0.1 0.5 -0.1
-0.3 -0.2 -0.1
0.1 -0.1 0.5
0.4 -0.1 -0.2
0.0 0.1 -0.3
0.5 0.0 -0.2
-0.6 -0.2 -0.4
-0.1 0.5 0.1
0.0 -0.2 0.4
-0.1 -0.2 0.0
-0.5 0.2 0.2
-0.1 -0.3 -0.4
0.5 -0.1 0.2
0.0 0.5 -0.1
-0.1 0.3 -0.1
0.3 -0.1 -0.4
-0.3 0.4 0.0
0.3 0.1 0.4
-0.1 -0.5 0.1
0.3 0.1 0.0
-0.3 0.4 -0.3
0.2 0.2 0.3
0.2 -0.3 -0.2
-0.4 -0.3 0.2
0.0 0.2 -0.1
0.3 -0.3 -0.3
-0.4 0.2 0.0
0.3 0.1 0.4
-0.2 -0.5 0.1
-0.1 -0.2 0.0
-0.4 -0.1 0.3
-0.1 -0.2 -0.5
0.5 0.0 0.2
0.0 0.5 -0.1
0.3 -0.2 0.0
0.1 -0.2 -0.4
0.5 0.3 0.5
-0.1 -0.3 0.3
-0.5 0.2 -0.2

Summary:
LUMO level (eV): 0.284
HOMO level (eV): -4.5
Net charge: -1

---

no.,largest force on an atom (Eh/bohr)
1,0.0181
2,0.0966
3,0.0371
4,0.1640